1.
# C41H37BF3N11O4RuS

A molecular structure, C41H37BF3N11O4RuS (wB97M-V/def2-TZVPD, the Open Molecules 2025 dataset).

Last column: Mulliken spin population.
Atoms and positions in Å:
Ru -1.1261 -0.4620 -0.7764  1.108
S -7.8746 -0.2332 -4.0918  0.000
N -7.3070 -1.1829 -2.9302  0.001
C -6.0473 -0.8244 -2.7292  -0.001
C -5.1383 -1.4271 -1.7603  0.009
C -5.5097 -2.4902 -0.9294  0.000
C -4.5877 -2.9924 -0.0546  0.000
C -3.3118 -2.4272 -0.0088  0.009
N -2.9520 -1.4136 -0.7867  -0.055
C -3.8549 -0.9192 -1.6678  0.036
C -3.4070 0.1747 -2.5596  -0.024
N -2.1246 0.5612 -2.4453  -0.058
C -1.6522 1.4661 -3.2895  -0.004
C -2.4460 2.0875 -4.2508  -0.002
C -3.7685 1.7305 -4.3427  0.007
C -4.2610 0.7378 -3.4928  -0.007
C -5.6276 0.2306 -3.5628  -0.001
N -6.5709 0.6584 -4.3856  -0.001
H -6.5112 -2.8944 -0.9990  0.000
H -4.8231 -3.8188 0.6008  0.000
H -2.5607 -2.7840 0.6800  -0.001
H -0.5935 1.6828 -3.2083  0.007
H -2.0128 2.8311 -4.9056  0.000
H -4.4318 2.1833 -5.0686  0.000
F 0.1047 -1.1104 -3.2658  0.006
C -0.5227 -1.8019 -2.2521  -0.008
F -1.5715 -2.4178 -2.8911  0.006
F 0.3236 -2.8086 -1.9581  -0.002
C -0.2046 3.0315 -0.8741  0.006
C 0.8355 1.9772 -1.0408  0.020
N 0.6747 0.6620 -0.9839  -0.035
C 1.9130 0.0892 -1.2274  0.024
C 2.8180 1.0687 -1.4343  -0.001
N 2.1272 2.2604 -1.3222  -0.001
C 2.6947 3.5834 -1.5364  -0.001
N 2.0401 4.2473 -2.6278  0.000
N 1.3745 5.4138 -2.4071  0.000
N 0.8212 5.7968 -3.4910  0.000
C 1.1054 4.8631 -4.4747  0.000
C 0.7170 4.8191 -5.8179  0.000
C 1.1354 3.7365 -6.5549  0.000
C 1.9242 2.7138 -5.9797  0.000
C 2.3181 2.7482 -4.6613  0.000
C 1.8915 3.8614 -3.9256  0.000
H -1.1737 2.5724 -0.7132  -0.003
H -0.2689 3.6708 -1.7538  0.000
H 0.0211 3.6797 -0.0244  0.001
H 2.0484 -0.9767 -1.2307  0.000
H 3.8698 1.0363 -1.6587  0.000
H 3.7548 3.4395 -1.7390  0.000
H 2.5774 4.2237 -0.6647  0.000
H 0.1157 5.6090 -6.2473  0.000
H 0.8625 3.6613 -7.5987  0.000
H 2.2285 1.8789 -6.5970  0.000
H 2.9157 1.9568 -4.2301  0.000
O 3.3243 1.5658 4.3403  0.000
C 2.2456 2.4270 4.6282  0.000
N 1.1848 1.9706 3.7489  0.000
C 0.0206 2.6516 3.6940  0.000
O -0.1666 3.7012 4.2781  0.000
C -1.0644 2.0821 2.8059  -0.003
C -2.3474 2.5810 2.9298  0.011
C -3.3417 2.0892 2.0996  -0.005
C -3.0013 1.1439 1.1493  0.041
N -1.7578 0.6883 0.9908  -0.065
C -0.8143 1.1395 1.8295  0.029
H 3.9821 1.6365 5.0393  0.000
H 2.4678 3.4695 4.3980  0.000
H 1.9352 2.3599 5.6745  0.000
H 1.2253 0.9918 3.5090  0.000
H -2.5415 3.3434 3.6740  0.000
H -4.3630 2.4337 2.1746  0.000
H -3.7520 0.7393 0.4796  -0.004
H 0.1749 0.7285 1.6735  -0.009
C 4.8406 -3.7409 4.1523  0.000
C 3.6559 -4.7161 4.1211  0.001
C 3.4465 -5.2605 5.5333  0.000
C 3.9917 -5.8917 3.1931  0.000
C 2.4150 -3.9938 3.5888  0.000
C 1.2350 -3.8926 4.3207  -0.001
C 0.0974 -3.2401 3.8282  -0.002
C 0.1936 -2.6941 2.5767  -0.010
O -0.7570 -1.9991 1.8443  -0.004
B -0.1305 -1.6628 0.6165  -0.019
O 1.1808 -2.1471 0.6294  0.001
C 1.3531 -2.7817 1.8420  0.003
C 2.4715 -3.4194 2.3095  0.000
H 5.7308 -4.2445 4.5346  0.000
H 4.6253 -2.8891 4.8010  0.000
H 5.0767 -3.3578 3.1582  0.000
H 4.3603 -5.7554 5.8656  0.000
H 2.6411 -5.9965 5.5702  0.000
H 3.2225 -4.4647 6.2467  0.000
H 4.8815 -6.4127 3.5524  0.000
H 4.1887 -5.5570 2.1734  0.000
H 3.1675 -6.6069 3.1593  0.000
H 1.1785 -4.3326 5.3054  0.000
H -0.8117 -3.1723 4.4109  0.000
H 3.3629 -3.4737 1.6985  0.000

Computed properties:
E_HOMO (alpha / beta): -10.47 / -10.45 eV
multiplicity: 2
energy relative to the best compared isomer or geometry (same formula, charge and spin): 0.0 kJ/mol
⟨S²⟩: 0.755
E_LUMO (alpha / beta): -3.1955 / -3.6111 eV
Kohn-Sham gap (alpha / beta): 7.28 / 6.84 eV
total charge: +1



2.
# C41H37ClF12N2O5Ta

A molecular structure, C41H37ClF12N2O5Ta at a distorted geometry (wB97M-V/def2-TZVPD, the Open Molecules 2025 dataset).

Last column: Mulliken charge in e.
Atoms and positions in Å:
Ta -5.6941 -18.2824 -7.7552  1.157
C -4.4742 -24.6567 -10.4631  -1.589
C -4.7405 -23.5487 -9.4795  0.207
C -3.7975 -23.2419 -8.4786  -1.185
C -3.8547 -22.1545 -7.6744  -0.792
C -4.9279 -21.2419 -7.7188  0.502
N -4.8684 -20.0401 -6.9267  0.643
C -3.9339 -20.0045 -5.8789  0.642
C -4.0652 -20.9205 -4.8196  -0.091
C -3.2590 -20.9731 -3.7312  -1.006
C -2.3111 -19.9854 -3.4795  0.629
C -1.3129 -20.0072 -2.3646  -1.544
C -2.1688 -19.0081 -4.5349  -0.394
C -2.9431 -18.9833 -5.7162  -1.673
C -2.6910 -17.9782 -6.7761  1.543
O -3.8337 -17.7257 -7.5123  -0.250
C -1.5143 -18.4727 -7.6551  0.393
F -1.9198 -19.6491 -8.1788  -0.066
F -1.2545 -17.6730 -8.6884  -0.260
F -0.4142 -18.6505 -6.9203  -0.273
C -2.3569 -16.5233 -6.1796  0.290
F -2.3473 -15.5913 -7.0673  -0.248
F -1.0604 -16.5449 -5.7238  -0.312
F -3.1618 -16.1143 -5.2096  -0.204
C -5.9222 -21.5924 -8.6532  -0.317
C -5.8455 -22.6676 -9.5347  -0.160
C -7.2877 -20.8446 -8.6134  0.781
O -7.1437 -19.5341 -8.2800  -1.386
C -8.2125 -21.6507 -7.5032  0.565
F -7.4583 -21.8179 -6.3930  -0.190
F -8.5071 -22.9258 -7.9124  -0.290
F -9.3472 -21.0520 -7.1710  -0.262
C -8.0772 -20.8077 -9.9900  0.309
F -7.3514 -20.3412 -11.0250  -0.159
F -9.1341 -19.9431 -9.8980  -0.296
F -8.5296 -21.9742 -10.3896  -0.244
H -3.8853 -25.4090 -9.9832  0.442
H -3.9083 -24.3488 -11.3696  0.188
H -5.3653 -25.2282 -10.6509  0.424
H -2.9333 -23.9301 -8.3362  0.202
H -3.0130 -22.0462 -7.0426  0.484
H -4.7300 -21.7339 -4.9050  0.569
H -3.4338 -21.6333 -2.8800  0.192
H -1.6435 -20.6371 -1.4888  0.355
H -1.1742 -18.9893 -1.9191  0.358
H -0.3006 -20.2657 -2.7386  0.264
H -1.4157 -18.2685 -4.3503  0.645
H -6.6668 -22.9461 -10.2258  0.491
C -3.0788 -21.2560 -11.4342  -1.186
C -2.2057 -20.0730 -11.7722  0.943
C -0.8034 -20.1426 -11.7322  -0.531
C -0.0092 -19.0386 -11.9953  0.280
Cl 1.7109 -19.3145 -12.0373  -0.263
C -0.5944 -17.8616 -12.4607  -0.602
C -1.9672 -17.8104 -12.5092  -0.647
C -2.7343 -18.9041 -12.2096  0.561
O -4.0916 -18.8517 -12.4333  -0.552
C -4.8376 -17.8298 -11.7633  -1.399
C -5.0970 -18.1524 -10.3430  0.713
O -5.7478 -17.3047 -9.6655  -0.769
O -4.6242 -19.1554 -9.7860  0.311
H -2.4956 -21.7690 -10.7075  0.382
H -3.2023 -21.9424 -12.2869  0.463
H -4.0692 -20.9446 -10.9633  -0.138
H -0.3838 -21.1534 -11.4844  0.283
H -0.0663 -16.9297 -12.6706  0.384
H -2.4178 -16.9201 -12.9226  0.429
H -5.7535 -17.7417 -12.3259  0.336
H -4.2959 -16.9041 -11.7406  0.532
C -5.3437 -14.3552 -7.8444  -0.868
C -6.7631 -14.3982 -7.2838  0.324
C -7.8430 -15.0829 -8.2042  -0.928
C -6.8427 -14.8608 -5.8489  0.301
C -7.0386 -13.9265 -4.8314  -0.783
C -7.1326 -14.2522 -3.4912  -1.189
C -7.1233 -15.5883 -3.1521  -0.599
C -6.8784 -16.5895 -4.1074  -0.296
C -6.9791 -17.9993 -3.5436  0.805
C -7.7334 -18.9902 -4.4148  -1.642
C -5.5993 -18.4350 -3.0702  -1.628
C -6.6543 -16.2339 -5.5047  1.331
N -6.3183 -17.1579 -6.4695  0.271
H -5.2060 -13.9423 -8.8486  0.431
H -5.0482 -15.4511 -7.8747  -0.018
H -4.6764 -14.0032 -7.0860  0.368
H -7.1054 -13.3078 -7.3667  0.415
H -7.5938 -16.1260 -8.3632  -0.220
H -7.9922 -14.5290 -9.1461  0.410
H -8.8211 -15.0376 -7.6715  0.357
H -7.1068 -12.8688 -5.1167  0.328
H -7.2429 -13.4780 -2.7190  0.319
H -7.2526 -15.8790 -2.1042  0.355
H -7.6487 -17.9557 -2.6301  0.390
H -7.1199 -19.3377 -5.2255  0.085
H -8.5826 -18.5477 -4.9541  0.347
H -8.0410 -19.9048 -3.8885  0.506
H -4.8506 -18.2969 -3.9092  0.161
H -5.5841 -19.5001 -2.7895  0.434
H -5.3276 -17.8058 -2.2735  0.619

Computed properties:
E_HOMO: -4.97 eV
energy relative to the best compared isomer or geometry (same formula, charge and spin): 24.5 kJ/mol
E_LUMO: 2.5186 eV
Kohn-Sham gap: 7.49 eV
total charge: -1